Entry 1:
ORCA calculation (ωB97M-V/def2-TZVPD) on an isolated molecule of C5H7N.

Results
HOMO-LUMO gap	0.376	Eh
E_HOMO	-9.060	eV
total energy	-6786.8686	eV
lowest unoccupied orbital energy	1.17	eV

```
! wB97M-V def2-TZVPD RIJCOSX def2/J DEFGRID3
* xyz 0 1
C 0.517 -1.151 0.149
C 1.137 -0.071 -0.709
C 0.569 1.116 -0.495
C -0.542 1.009 0.502
N -1.682 0.263 -0.039
C -0.690 -0.449 0.764
H 1.183 -1.480 0.961
H 0.275 -2.043 -0.440
H 1.876 -0.282 -1.477
H 0.724 2.006 -1.101
H -0.736 1.782 1.241
H -1.520 0.147 -1.039
H -1.111 -0.848 1.682
*
```

=====

Entry 2:
ORCA calculation (ωB97M-V/def2-TZVPD) on a structure of composition C44H43FN4O2PRbS in a non-equilibrium geometry.

Results
HOMO-LUMO gap	0.204	Eh
E_HOMO	-1.792	eV
total energy	-79881.5427	eV
lowest unoccupied orbital energy	3.77	eV

```
! wB97M-V def2-TZVPD RIJCOSX def2/J DEFGRID3
* xyz -2 1
Rb 0.173 0.058 -0.319
N 1.917 2.528 3.063
C 1.022 1.483 3.359
S 0.569 1.356 5.019
N 0.652 0.795 2.318
N -0.280 -0.233 2.591
C 0.217 -1.344 2.952
C 1.647 -1.666 3.196
C 2.040 -1.903 4.505
C 3.347 -2.249 4.817
C 4.271 -2.337 3.789
C 3.898 -2.105 2.476
C 2.573 -1.785 2.136
O 2.173 -1.607 0.883
H 1.871 3.247 3.767
H 1.796 2.877 2.121
H -0.510 -2.131 3.151
H 1.306 -1.767 5.290
H 3.639 -2.411 5.848
H 5.307 -2.583 4.004
H 4.645 -2.172 1.699
C 0.192 5.183 -0.637
C -0.947 4.765 -1.567
C -1.222 5.844 -2.613
C -2.185 4.413 -0.764
C -2.808 5.408 -0.023
C -3.902 5.132 0.776
C -4.365 3.829 0.840
C -3.774 2.803 0.112
C -4.371 1.413 0.251
C -3.385 0.373 0.775
C -5.025 0.929 -1.043
C -2.668 3.086 -0.722
N -2.005 2.077 -1.431
C -2.178 2.103 -2.758
C -3.131 2.864 -3.491
C -3.249 2.784 -4.869
C -2.438 1.957 -5.628
C -1.474 1.197 -4.955
C -1.368 1.285 -3.597
F -0.389 0.552 -2.982
H 1.112 5.354 -1.203
H 0.385 4.415 0.112
H -0.052 6.107 -0.107
H -0.634 3.859 -2.086
H -1.536 6.779 -2.143
H -2.004 5.527 -3.304
H -0.319 6.053 -3.194
H -2.415 6.419 -0.066
H -4.376 5.915 1.358
H -5.209 3.586 1.478
H -5.167 1.513 1.000
H -2.663 0.139 -0.005
H -3.916 -0.547 1.037
H -2.834 0.707 1.653
H -4.280 0.807 -1.828
H -5.776 1.638 -1.400
H -5.514 -0.036 -0.882
H -3.796 3.519 -2.940
H -4.009 3.389 -5.355
H -2.534 1.896 -6.704
H -0.792 0.536 -5.476
O 1.290 -1.914 -1.363
P 2.065 -2.977 -0.639
C 1.971 -4.304 -1.979
C 2.221 -3.896 -3.289
C 2.183 -4.787 -4.345
C 1.884 -6.126 -4.121
C 1.629 -6.552 -2.829
C 1.676 -5.648 -1.772
C 1.338 -3.997 0.678
C -0.050 -4.027 0.754
C -0.686 -4.760 1.742
C 0.060 -5.474 2.669
C 1.444 -5.452 2.596
C 2.082 -4.722 1.604
C 3.887 -2.927 -0.673
C 4.514 -1.696 -0.845
C 5.892 -1.618 -0.938
C 6.665 -2.768 -0.829
C 6.048 -3.997 -0.669
C 4.662 -4.077 -0.621
H 2.425 -2.849 -3.478
H 2.373 -4.436 -5.353
H 1.844 -6.824 -4.949
H 1.385 -7.591 -2.634
H 1.467 -6.010 -0.772
H -0.634 -3.459 0.037
H -1.767 -4.757 1.795
H -0.437 -6.029 3.456
H 2.039 -5.984 3.329
H 3.162 -4.695 1.580
H 3.906 -0.801 -0.872
H 6.365 -0.652 -1.069
H 7.746 -2.702 -0.874
H 6.643 -4.899 -0.593
H 4.186 -5.047 -0.548
*
```

=====

Number 1 is which compound? C5H7N